[1]
ORCA calculation (ωB97M-V/def2-TZVPD) on C3H4O as an isolated structure at a distorted geometry.

Its LUMO energy is 0.0232 hartree. The relative energy (zero: lowest compared OMol25 entry of this formula, charge and spin) is 4.261 eV. As for the HOMO energy: -0.3001 Eh.

```
! RIJCOSX wB97M-V def2-TZVPD def2/J DEFGRID3
* xyz 0 1
O -1.530 1.028 -0.077
C -0.828 -0.130 0.141
C 0.547 -0.240 0.119
C 1.782 -0.329 -0.184
H -0.936 1.726 -0.386
H -1.499 -0.880 0.544
H -0.087 -0.979 -0.718
H 2.551 -0.196 0.560
*
```

---

[2]
ORCA calculation (ωB97M-V/def2-TZVPD) on C20H42BiBrN7OS as an isolated structure at a distorted geometry.

Its LUMO energy is -0.3069 hartree. The relative energy (zero: lowest compared OMol25 entry of this formula, charge and spin) is 0.454 eV. As for the HOMO energy: -0.6371 Eh.

```
! RIJCOSX wB97M-V def2-TZVPD def2/J DEFGRID3
* xyz 3 1
Bi -0.614 0.055 0.264
C -1.794 1.345 -2.719
C -2.991 1.094 -1.805
N -2.603 1.254 -0.398
C -3.648 0.903 0.565
C -3.843 -0.616 0.651
N -2.591 -1.376 0.463
C -2.439 -2.555 1.354
C -1.150 -2.539 2.167
C 0.115 -2.967 1.426
N 0.370 -2.188 0.200
C 0.170 -2.909 -1.065
C -0.582 -2.084 -2.116
N -0.354 -0.639 -1.981
C -1.007 0.097 -3.097
H -1.129 2.082 -2.282
H -2.152 1.766 -3.658
H -3.382 0.089 -1.954
H -3.798 1.795 -2.040
H -2.345 2.228 -0.261
H -4.599 1.364 0.283
H -3.361 1.301 1.537
H -4.583 -0.933 -0.086
H -4.262 -0.831 1.634
H -2.589 -1.724 -0.489
H -2.503 -3.473 0.766
H -3.274 -2.574 2.056
H -1.278 -3.231 3.001
H -1.015 -1.547 2.595
H 0.061 -4.031 1.185
H 0.954 -2.842 2.110
H 1.332 -1.854 0.187
H -0.382 -3.834 -0.893
H 1.143 -3.191 -1.472
H -1.658 -2.278 -2.087
H -0.237 -2.414 -3.101
H 0.667 -0.498 -2.012
H -1.691 -0.585 -3.606
H -0.242 0.389 -3.816
C 4.806 1.964 2.675
C 3.343 1.822 2.914
C 2.724 2.331 4.060
C 1.355 2.190 4.232
C 0.658 1.534 3.234
Br -1.232 1.280 3.352
N 1.207 1.042 2.138
C 2.521 1.187 1.987
H 5.339 2.148 3.603
H 4.997 2.810 2.014
H 5.212 1.073 2.201
H 3.309 2.827 4.819
H 0.858 2.574 5.110
H 2.923 0.763 1.078
O 2.343 -0.641 -1.182
S 3.569 -1.522 -1.446
C 4.996 -0.716 -0.643
C 6.165 -1.271 -1.442
C 5.751 -1.346 -2.927
C 4.272 -0.997 -3.046
H 5.037 -0.974 0.412
H 4.887 0.363 -0.757
H 6.417 -2.266 -1.076
H 7.048 -0.649 -1.313
H 5.930 -2.349 -3.311
H 6.337 -0.660 -3.538
H 3.780 -1.511 -3.869
H 4.098 0.076 -3.139
N 1.309 1.894 -1.870
N 0.691 2.173 -0.608
H 1.923 1.086 -1.736
H 1.877 2.674 -2.201
H 0.144 3.029 -0.710
H 1.366 2.340 0.144
*
```

---

[3]
ORCA calculation (ωB97M-V/def2-TZVPD) on a 2-piece molecular cluster, C4H12 overall at a distorted geometry.

Its LUMO energy is 0.0400 hartree. The relative energy (zero: lowest compared OMol25 entry of this formula, charge and spin) is 2.295 eV. As for the HOMO energy: -0.3958 Eh. As for the SMILES: CC.CC.

```
! RIJCOSX wB97M-V def2-TZVPD def2/J DEFGRID3
* xyz 0 1
C 1.170 0.968 -0.427
C 1.615 1.821 0.688
H 2.009 0.635 -1.226
H 0.785 -0.146 -0.120
H 0.245 1.260 -0.987
H 2.632 1.732 1.004
H 0.969 1.609 1.479
H 1.760 2.900 0.478
C -1.444 -1.656 0.563
C -1.486 -1.171 -0.805
H -2.172 -1.859 1.221
H -0.680 -2.538 0.719
H -1.113 -0.857 1.238
H -2.048 -1.689 -1.605
H -1.886 -0.097 -1.020
H -0.355 -0.910 -1.200
*
```

---

[4]
ORCA calculation (ωB97M-V/def2-TZVPD) on a 2-piece molecular cluster, C5H10O2 overall at a distorted geometry.

Its LUMO energy (alpha / beta) is 0.0273 / 0.0273 hartree. The relative energy (zero: lowest compared OMol25 entry of this formula, charge and spin) is 8.580 eV. As for the HOMO energy (alpha / beta): -0.2843 / -0.2841 Eh.

```
! RIJCOSX wB97M-V def2-TZVPD def2/J DEFGRID3
* xyz 0 1
C -0.546 0.263 -2.338
C 0.422 0.403 -1.548
C 0.753 0.468 1.540
C -0.461 -1.668 0.755
C -0.316 -0.198 0.716
O -1.727 1.619 0.421
O -1.660 0.313 0.641
H -0.635 0.780 -3.295
H -1.496 -0.078 -1.968
H 1.439 0.726 -1.590
H 0.336 0.271 2.662
H 1.666 -0.004 1.399
H 0.601 1.620 1.539
H -0.827 -1.995 1.824
H 0.418 -2.348 0.404
H -1.384 -1.878 0.200
H -1.563 1.814 -0.482
*
```

---

Number 1: energy -5217.8753 eV. Number 2: energy -120592.5328 eV. Number 3: energy -4340.2333 eV. Number 4: energy -9434.4630 eV.